{
  "formula": "C42H55N6O6PS",
  "method": "wB97M-V/def2-TZVPD",
  "symbols": ["C", "C", "C", "O", "C", "C", "O", "S", "O", "O", "O", "C", "C", "C", "C", "O", "P", "C", "C", "C", "H", "H", "H", "H", "H", "H", "H", "H", "H", "H", "H", "H", "H", "H", "H", "H", "H", "H", "H", "H", "H", "H", "H", "H", "H", "N", "C", "C", "C", "C", "C", "H", "H", "H", "H", "H", "N", "C", "C", "C", "C", "C", "H", "H", "H", "H", "H", "N", "C", "C", "C", "C", "C", "H", "H", "H", "H", "H", "N", "C", "C", "C", "C", "C", "H", "H", "H", "H", "H", "N", "C", "C", "C", "C", "C", "H", "H", "H", "H", "H", "N", "C", "C", "C", "C", "C", "H", "H", "H", "H", "H"],
  "positions_angstrom": [[-2.001, -1.770, -3.570], [-2.219, -1.251, -5.019], [-2.133, 0.267, -5.169], [-0.967, 0.692, -5.866], [0.188, 0.668, -5.054], [0.410, 2.043, -4.449], [0.944, 2.889, -5.495], [1.785, 4.048, -4.832], [0.876, 5.034, -4.344], [2.853, 4.464, -5.661], [2.360, 3.166, -3.662], [1.369, 2.177, -3.227], [0.612, 2.814, -2.038], [-0.741, 2.158, -1.741], [-0.953, 1.942, -0.229], [-1.825, 2.973, -2.187], [2.320, 0.589, -2.872], [1.658, -0.072, -1.300], [4.032, 1.082, -2.439], [4.824, -0.243, -2.314], [-1.834, -0.927, -2.894], [-2.860, -2.319, -3.194], [-1.104, -2.384, -3.501], [-1.456, -1.707, -5.647], [-3.189, -1.607, -5.359], [-2.976, 0.651, -5.739], [-2.162, 0.756, -4.188], [0.073, -0.077, -4.264], [1.050, 0.383, -5.653], [-0.595, 2.410, -4.240], [1.274, 2.797, -1.175], [0.469, 3.863, -2.299], [-0.809, 1.173, -2.215], [-0.025, 2.024, 0.328], [-1.703, 2.645, 0.120], [-1.348, 0.940, -0.050], [-1.523, 3.559, -2.882], [1.822, 0.551, -0.419], [2.169, -1.026, -1.180], [0.596, -0.291, -1.388], [4.436, 1.676, -3.254], [4.078, 1.647, -1.509], [5.788, -0.178, -2.810], [4.926, -0.524, -1.270], [4.270, -1.056, -2.784], [3.820, -3.031, -0.755], [4.661, -3.702, 0.028], [4.554, -5.063, 0.277], [3.512, -5.762, -0.313], [2.630, -5.075, -1.131], [2.833, -3.719, -1.320], [5.457, -3.118, 0.477], [5.267, -5.558, 0.922], [3.387, -6.823, -0.133], [1.798, -5.575, -1.607], [2.164, -3.142, -1.951], [1.721, 1.643, 2.441], [2.263, 2.682, 3.073], [2.056, 2.958, 4.416], [1.234, 2.111, 5.143], [0.655, 1.031, 4.498], [0.932, 0.841, 3.153], [2.897, 3.323, 2.470], [2.528, 3.816, 4.876], [1.043, 2.293, 6.194], [0.000, 0.347, 5.022], [0.499, 0.005, 2.611], [-0.448, -2.503, 1.245], [0.375, -3.198, 2.025], [0.233, -4.553, 2.283], [-0.830, -5.224, 1.699], [-1.699, -4.513, 0.884], [-1.462, -3.161, 0.691], [1.190, -2.629, 2.460], [0.937, -5.064, 2.925], [-0.979, -6.281, 1.876], [-2.545, -4.995, 0.412], [-2.116, -2.566, 0.060], [-5.929, 1.742, -3.975], [-4.999, 2.369, -3.257], [-5.285, 3.276, -2.248], [-6.614, 3.552, -1.971], [-7.595, 2.911, -2.711], [-7.201, 2.018, -3.696], [-3.970, 2.130, -3.500], [-4.482, 3.747, -1.699], [-6.881, 4.256, -1.193], [-8.645, 3.097, -2.530], [-7.939, 1.494, -4.294], [5.258, 2.135, 7.640], [6.048, 1.397, 8.416], [5.848, 0.044, 8.651], [4.767, -0.577, 8.048], [3.935, 0.178, 7.237], [4.224, 1.523, 7.067], [6.882, 1.920, 8.872], [6.525, -0.505, 9.291], [4.577, -1.630, 8.206], [3.079, -0.263, 6.744], [3.602, 2.144, 6.439], [-3.927, -0.795, 3.628], [-5.057, -0.126, 3.839], [-6.137, -0.144, 2.969], [-6.038, -0.900, 1.813], [-4.868, -1.603, 1.578], [-3.847, -1.519, 2.512], [-5.096, 0.456, 4.754], [-7.031, 0.420, 3.194], [-6.858, -0.939, 1.107], [-4.748, -2.205, 0.686], [-2.918, -2.050, 2.370]],
  "forces_ev_per_angstrom": [[0.212, 0.500, -0.210], [0.132, -0.401, 0.792], [-0.016, 0.188, -0.213], [0.073, 0.000, -0.136], [-0.081, -0.088, -0.030], [-0.304, -0.287, -0.502], [0.309, -0.113, -0.116], [-0.140, 0.496, -0.372], [-0.088, -0.105, 0.325], [0.022, -0.310, -0.117], [0.170, -0.312, 0.233], [-0.357, 0.825, 0.687], [0.410, -0.354, -0.461], [0.106, 0.289, 1.014], [-0.204, -0.495, -0.406], [-0.213, -0.206, -0.106], [0.078, -0.527, -0.888], [0.002, 0.288, -0.017], [-0.044, -0.260, 0.128], [-0.413, 0.195, 0.042], [-0.104, -0.003, 0.101], [0.008, -0.147, 0.029], [-0.082, -0.212, 0.037], [-0.096, 0.089, -0.289], [-0.032, 0.063, -0.189], [0.001, 0.020, -0.087], [-0.098, -0.012, 0.091], [0.128, -0.021, 0.119], [0.003, -0.021, -0.065], [0.115, 0.208, 0.263], [-0.043, -0.044, 0.118], [-0.148, 0.078, 0.096], [0.016, 0.061, -0.292], [-0.014, 0.125, 0.154], [0.133, 0.178, 0.141], [-0.032, -0.010, 0.098], [0.072, 0.191, -0.168], [0.035, -0.007, 0.057], [0.107, 0.009, 0.225], [-0.056, -0.035, -0.021], [-0.115, 0.168, 0.017], [0.067, 0.191, -0.038], [0.156, 0.039, 0.160], [0.219, -0.054, 0.027], [0.111, -0.101, -0.080], [0.016, -0.075, 0.102], [0.014, 0.019, -0.006], [-0.044, -0.001, 0.007], [0.016, 0.016, 0.026], [-0.001, -0.098, 0.047], [-0.136, 0.159, -0.065], [0.014, -0.036, 0.015], [0.014, 0.009, 0.002], [0.012, -0.006, -0.011], [0.004, 0.006, -0.020], [-0.033, -0.078, -0.037], [0.007, 0.065, -0.019], [0.047, 0.004, -0.077], [-0.048, -0.007, 0.006], [-0.058, 0.016, -0.017], [0.033, 0.006, 0.048], [-0.049, -0.154, -0.141], [0.011, 0.021, 0.037], [0.001, 0.013, -0.015], [0.003, 0.010, 0.000], [-0.023, -0.003, -0.022], [-0.046, 0.006, 0.022], [0.002, 0.025, -0.008], [0.136, 0.134, 0.028], [-0.055, -0.021, -0.052], [-0.009, 0.013, -0.005], [0.052, -0.019, 0.020], [0.014, -0.006, -0.152], [0.041, -0.078, 0.031], [0.009, 0.011, 0.006], [-0.005, -0.002, 0.002], [-0.002, 0.008, -0.014], [-0.028, -0.052, -0.028], [-0.001, 0.020, 0.034], [0.067, -0.102, -0.085], [-0.016, 0.039, 0.036], [-0.009, 0.007, 0.011], [0.020, 0.003, 0.013], [-0.013, -0.048, -0.049], [0.008, 0.053, 0.071], [0.035, -0.032, -0.017], [-0.002, 0.004, 0.000], [-0.009, -0.010, -0.013], [-0.031, 0.023, 0.019], [-0.009, -0.052, 0.020], [0.024, 0.060, 0.001], [-0.017, -0.007, -0.010], [-0.001, -0.025, 0.004], [-0.007, -0.016, 0.003], [0.089, 0.044, 0.051], [0.014, -0.037, 0.016], [0.010, 0.012, 0.008], [0.000, -0.002, 0.002], [-0.004, 0.019, -0.019], [-0.037, -0.014, -0.044], [-0.053, 0.004, -0.030], [0.047, 0.019, 0.046], [0.004, -0.009, -0.014], [-0.024, 0.002, -0.023], [0.011, 0.006, -0.002], [-0.042, 0.086, 0.141], [-0.041, 0.011, -0.008], [0.003, 0.011, 0.014], [0.001, 0.003, -0.005], [0.010, -0.008, 0.003], [0.052, -0.044, -0.030]],
  "orbital_gap_ev": 8.719,
  "lumo_ev": 0.373,
  "energy_ha": -3152.83970,
  "homo_ev": -8.346,
  "smiles": "CCCOC[C@@H]1OS(=O)(=O)O[C@]1(C[C@@H](C)O)P(C)CC.c1ccncc1.c1ccncc1.c1ccncc1.c1ccncc1.c1ccncc1.c1ccncc1",
  "fmax_ev_per_a": 1.1
}